(1)
The following is a quantum chemistry calculation of the molecule C18H24N2O4S2, from the Open Molecules 2025 dataset.

Summary:
- energy relative to the best compared isomer or geometry (same formula, charge and spin) (kJ/mol) = 154.3
- structure (SMILES) = COC(CNC(=O)CSCc1nc(-c2ccc(SC)cc2)oc1C)OC
- electronic energy (eV) = -51896.272
- HOMO energy (eV) = -7.63
- strongest force on any atom (eV/A) = 1.26

```
! wB97M-V def2-TZVPD RIJCOSX def2/J DEFGRID3
* xyz 0 1
C 5.256 0.564 1.130
O 6.306 -0.391 1.127
C 6.173 -1.450 0.229
C 4.879 -2.281 0.382
N 3.786 -1.740 -0.385
C 2.643 -1.288 0.175
O 2.399 -1.377 1.362
C 1.706 -0.616 -0.805
S 2.198 1.142 -0.899
C 1.390 1.704 0.652
C -0.066 1.835 0.443
N -0.902 0.754 0.476
C -2.091 1.217 0.211
C -3.308 0.447 0.133
C -4.521 1.052 -0.191
C -5.681 0.306 -0.267
C -5.643 -1.060 -0.016
S -7.052 -2.117 -0.083
C -8.426 -1.003 -0.496
C -4.430 -1.670 0.311
C -3.276 -0.928 0.385
O -2.096 2.553 -0.002
C -0.806 2.946 0.136
C -0.449 4.375 -0.043
O 6.232 -1.037 -1.113
C 7.470 -0.466 -1.481
H 4.372 0.175 1.642
H 5.639 1.422 1.679
H 4.990 0.865 0.114
H 7.040 -2.092 0.467
H 4.578 -2.307 1.431
H 5.088 -3.300 0.040
H 4.004 -1.511 -1.342
H 0.675 -0.639 -0.449
H 1.786 -1.024 -1.810
H 1.615 0.952 1.407
H 1.847 2.658 0.905
H -4.551 2.113 -0.386
H -6.604 0.801 -0.521
H -8.540 -0.250 0.278
H -9.310 -1.633 -0.530
H -8.259 -0.550 -1.469
H -4.416 -2.731 0.504
H -2.334 -1.387 0.641
H -1.241 4.881 -0.589
H 0.484 4.460 -0.596
H -0.325 4.866 0.923
H 8.274 -1.207 -1.405
H 7.360 -0.142 -2.514
H 7.713 0.390 -0.846
*
```



(2)
The following is a quantum chemistry calculation of the molecule C18H24N2S, from the Open Molecules 2025 dataset.

Summary:
- energy relative to the best compared isomer or geometry (same formula, charge and spin) (kJ/mol) = 0.0
- structure (SMILES) = C=C1SC(Nc2c(C)cc(C)cc2C)=NC12CCCCC2
- electronic energy (eV) = -32870.707
- HOMO energy (eV) = -8.20
- strongest force on any atom (eV/A) = 3.78

```
! wB97M-V def2-TZVPD RIJCOSX def2/J DEFGRID3
* xyz 0 1
C 2.818 -0.879 -3.118
C 2.403 -0.588 -1.834
S 3.054 -1.494 -0.475
C 2.144 -0.471 0.590
N 2.082 -0.802 1.949
C 0.963 -0.365 2.680
C -0.189 -1.188 2.872
C -0.177 -2.629 2.477
C -1.345 -0.651 3.447
C -1.350 0.656 3.965
C -2.622 1.189 4.568
C -0.183 1.422 3.857
C 0.977 0.921 3.256
C 2.182 1.841 3.158
N 1.459 0.539 0.058
C 1.490 0.542 -1.435
C 0.045 0.229 -1.919
C -0.821 1.484 -1.918
C -0.272 2.621 -2.824
C 1.252 2.497 -3.141
C 1.976 1.936 -1.942
H 3.535 -1.683 -3.236
H 2.544 -0.286 -3.984
H 2.382 -1.756 2.130
H 0.413 -3.213 3.169
H -1.206 -3.017 2.480
H 0.224 -2.734 1.488
H -2.234 -1.262 3.550
H -3.111 0.394 5.140
H -2.361 1.939 5.320
H -3.274 1.545 3.795
H -0.193 2.444 4.211
H 2.145 2.596 3.999
H 3.087 1.266 3.304
H 2.235 2.332 2.185
H 0.050 -0.175 -2.924
H -0.433 -0.512 -1.244
H -0.821 1.912 -0.905
H -1.865 1.265 -2.127
H -0.442 3.575 -2.338
H -0.834 2.637 -3.775
H 1.399 1.773 -3.969
H 1.681 3.493 -3.416
H 1.953 2.606 -1.114
H 3.051 1.860 -2.199
*
```



(3)
The following is a quantum chemistry calculation of a structure of composition C18H24N3O3PSSrTe, from the Open Molecules 2025 dataset.

Summary:
- energy relative to the best compared isomer or geometry (same formula, charge and spin) (kJ/mol) = 158.5
- electronic energy (eV) = -57925.056
- HOMO energy (eV) = -7.30
- strongest force on any atom (eV/A) = 4.24

```
! wB97M-V def2-TZVPD RIJCOSX def2/J DEFGRID3
* xyz 0 1
Sr 0.809 0.064 0.139
C -3.158 -2.671 -2.287
C -3.029 -2.346 -3.629
C -2.093 -1.407 -4.011
C -1.284 -0.781 -3.056
N -1.401 -1.122 -1.761
C -2.308 -2.036 -1.403
C -0.297 0.289 -3.412
C -0.211 0.743 -4.733
C 0.676 1.753 -5.078
C 1.478 2.314 -4.091
C 1.375 1.841 -2.784
C 0.494 0.815 -2.384
H -3.881 -3.397 -1.940
H -3.656 -2.823 -4.374
H -1.989 -1.167 -5.060
H -2.355 -2.271 -0.343
H -0.830 0.324 -5.520
H 0.743 2.093 -6.105
H 2.180 3.103 -4.344
H 2.021 2.318 -2.041
S -1.875 2.063 0.449
C -2.768 1.876 -0.966
N -2.498 2.438 -2.154
C -3.424 2.028 -3.209
C -4.450 1.164 -2.440
N -3.944 1.228 -1.069
H -1.548 2.717 -2.350
H -2.909 1.460 -3.979
H -3.891 2.894 -3.674
H -4.476 0.138 -2.807
H -5.453 1.581 -2.502
H -4.222 0.595 -0.342
C 0.879 0.716 5.764
C 1.787 1.582 4.923
O 2.555 0.749 3.997
P 2.078 0.677 2.501
O 0.584 0.524 2.363
Te 3.376 -0.927 1.366
O 2.345 2.146 1.901
C 3.702 2.668 1.930
C 3.646 4.118 1.524
H 0.299 1.341 6.447
H 1.461 0.001 6.347
H 0.188 0.167 5.123
H 2.521 2.102 5.531
H 1.213 2.325 4.372
H 4.323 2.091 1.248
H 4.114 2.552 2.931
H 3.230 4.222 0.522
H 4.653 4.541 1.533
H 3.021 4.688 2.214
*
```



(4)
The following is a quantum chemistry calculation of a cluster of 3 separate species, C18H24N4 in total, from the Open Molecules 2025 dataset.

Summary:
- energy relative to the best compared isomer or geometry (same formula, charge and spin) (kJ/mol) = 169.5
- structure (SMILES) = CCc1cnc2ccccc2n1.CCCC#N.CCCC#N
- electronic energy (eV) = -25015.537
- HOMO energy (eV) = -8.82
- strongest force on any atom (eV/A) = 1.12

```
! wB97M-V def2-TZVPD RIJCOSX def2/J DEFGRID3
* xyz 0 1
C 1.113 -2.337 -3.533
C 1.438 -3.057 -2.192
C 1.581 -2.066 -1.077
C 2.541 -1.025 -1.209
N 2.737 -0.101 -0.321
C 1.937 -0.184 0.787
C 2.058 0.792 1.796
C 1.274 0.740 2.925
C 0.344 -0.308 3.087
C 0.213 -1.265 2.110
C 0.999 -1.216 0.938
N 0.827 -2.178 -0.022
H 0.669 -1.376 -3.293
H 0.429 -2.912 -4.140
H 2.034 -2.180 -4.074
H 2.361 -3.619 -2.284
H 0.630 -3.728 -1.933
H 3.146 -1.000 -2.105
H 2.772 1.592 1.689
H 1.346 1.489 3.697
H -0.275 -0.390 3.963
H -0.500 -2.066 2.212
C -1.137 1.149 -5.505
C 0.251 1.778 -5.455
C 1.150 1.329 -6.612
C 1.409 -0.109 -6.576
N 1.596 -1.241 -6.550
H -1.084 0.063 -5.424
H -1.751 1.513 -4.682
H -1.646 1.396 -6.439
H 0.729 1.535 -4.504
H 0.160 2.864 -5.496
H 2.105 1.855 -6.567
H 0.691 1.583 -7.569
C -3.078 1.821 5.077
C -3.294 1.449 6.539
C -2.094 0.718 7.149
C -1.840 -0.562 6.491
N -1.636 -1.556 5.955
H -2.936 0.934 4.458
H -3.941 2.361 4.688
H -2.201 2.461 4.960
H -4.187 0.829 6.633
H -3.474 2.354 7.122
H -2.266 0.534 8.211
H -1.199 1.339 7.074
*
```



(5)
The following is a quantum chemistry calculation of a structure of composition C18H24N5O4S2ScSe3Te, from the Open Molecules 2025 dataset.

Summary:
- energy relative to the best compared isomer or geometry (same formula, charge and spin) (kJ/mol) = 31.3
- electronic energy (eV) = -280404.743
- HOMO energy (eV) = -6.20
- strongest force on any atom (eV/A) = 1.02

```
! wB97M-V def2-TZVPD RIJCOSX def2/J DEFGRID3
* xyz 0 1
Sc 0.543 -0.984 -0.464
Se -1.877 -1.197 1.140
Se -1.657 -3.530 1.315
Te -1.156 -4.252 -1.051
Se 1.201 -3.410 -1.305
N 1.281 -1.617 1.658
C 1.135 -0.513 2.604
C 2.122 -0.538 3.779
C 1.437 -0.970 5.072
C 0.496 0.102 5.609
N 1.215 1.135 6.368
C 1.403 2.407 6.024
N 1.145 2.855 4.817
N 1.879 3.246 6.973
C 1.041 0.823 1.863
O 1.183 1.884 2.501
O 0.730 0.769 0.639
H 0.828 -2.465 1.975
H 2.250 -1.795 1.434
H 0.108 -0.611 2.976
H 2.587 0.443 3.911
H 2.934 -1.226 3.541
H 2.169 -1.219 5.847
H 0.858 -1.881 4.897
H -0.250 -0.322 6.282
H -0.054 0.599 4.809
H 1.578 0.862 7.265
H 1.078 2.250 3.932
H 1.225 3.845 4.656
H 1.770 3.028 7.946
H 2.134 4.186 6.734
O -1.025 -0.878 -1.868
S -2.141 -0.800 -2.864
C -2.155 0.886 -3.434
C -3.371 1.396 -3.861
C -3.424 2.701 -4.332
C -2.273 3.475 -4.346
C -1.067 2.953 -3.892
C -0.996 1.648 -3.432
C -1.530 -1.608 -4.326
C -2.473 -2.082 -5.227
C -2.038 -2.728 -6.374
C -0.677 -2.910 -6.588
C 0.248 -2.445 -5.665
C -0.171 -1.782 -4.520
H -4.266 0.787 -3.816
H -4.365 3.114 -4.672
H -2.316 4.496 -4.704
H -0.176 3.568 -3.892
H -0.067 1.229 -3.064
H -3.533 -1.961 -5.032
H -2.760 -3.104 -7.087
H -0.341 -3.432 -7.476
H 1.305 -2.612 -5.828
H 0.533 -1.437 -3.777
O 1.570 0.115 -1.996
S 2.993 0.149 -1.444
N 3.180 -0.642 -0.229
*
```



(6)
The following is a quantum chemistry calculation of a structure of composition C18H24N8O4RuS2, from the Open Molecules 2025 dataset.

Summary:
- energy relative to the best compared isomer or geometry (same formula, charge and spin) (kJ/mol) = 0.0
- electronic energy (eV) = -63411.584
- HOMO energy (spin up / spin down) (eV) = -10.41 / -10.40
- ⟨S²⟩ = 0.805
- strongest force on any atom (eV/A) = 0.33

```
! wB97M-V def2-TZVPD RIJCOSX def2/J DEFGRID3
* xyz 1 2
Ru 1.324 -0.312 -0.313
C 4.906 1.866 -1.098
C 3.590 1.382 -0.601
N 3.166 0.140 -0.793
O 4.004 -0.680 -1.554
C 2.698 2.209 0.119
C 2.919 3.633 0.496
N 1.546 1.596 0.442
O 0.702 2.208 1.118
H 5.522 1.049 -1.453
H 5.427 2.408 -0.310
H 4.746 2.565 -1.922
H 4.226 -1.415 -0.966
H 3.962 3.922 0.389
H 2.607 3.800 1.527
H 2.310 4.298 -0.120
N -6.236 -0.827 -4.068
C -5.288 -0.679 -3.089
C -5.191 -1.610 -2.045
C -4.211 -1.487 -1.086
C -3.316 -0.425 -1.151
C -3.404 0.516 -2.173
C -4.377 0.387 -3.139
S -2.101 -0.213 0.073
O -1.900 1.179 0.326
O -2.398 -1.093 1.186
N -0.663 -0.734 -0.567
C -0.477 -2.020 -1.004
N -1.400 -2.936 -1.210
C -0.956 -4.105 -1.674
C 0.381 -4.374 -1.923
C 1.283 -3.364 -1.636
N 0.856 -2.198 -1.177
H -7.018 -1.431 -3.881
H -6.444 -0.035 -4.650
H -5.895 -2.431 -1.997
H -4.132 -2.204 -0.281
H -2.720 1.355 -2.194
H -4.450 1.116 -3.936
H -1.712 -4.862 -1.850
H 0.709 -5.327 -2.306
H 2.351 -3.483 -1.772
C 3.025 1.041 3.535
N 1.608 0.761 3.522
C 0.649 1.658 4.178
C -0.719 1.076 3.770
N -0.332 -0.065 2.937
C 0.968 -0.120 2.775
S 1.707 -1.293 1.687
H 3.195 2.069 3.209
H 3.533 0.360 2.857
H 3.428 0.917 4.540
H 0.792 2.667 3.792
H 0.811 1.660 5.256
H -1.301 1.774 3.172
H -1.307 0.739 4.621
H -1.001 -0.628 2.410
*
```